Density functional theory data (ωB97M-V/def2-TZVPD) for one molecule with the formula C4H5ClO2 at a distorted geometry.

SMILES = C/C(O)=C(\Cl)C=O
relative energy (zero: lowest compared OMol25 entry of this formula, charge and spin) = 9.0 kcal/mol
E_tot = -766.0390 a.u.
HOMO energy = -0.3386 Ha
molecular weight = 120.53 g mol⁻¹

Atoms and positions in Å:
C  0.76103  -1.89727  1.00663
C  0.12706  -0.95171  -0.02618
C  -0.05377  0.37986  0.10744
C  -0.71002  1.29267  -0.94889
O  0.86947  -3.08899  0.91879
O  0.26082  1.00520  1.28066
Cl  -0.33660  -1.84708  -1.44592
H  1.40720  -1.43538  1.85574
H  -0.47562  0.95794  -2.03623
H  -0.35053  2.38881  -0.85731
H  -1.79253  1.21410  -0.79537
H  0.29349  1.98185  0.94063

Cartesian forces (eV/Å) of the 6 atoms listed first:
C 1.9 1.5 0.8
C 0.3 -1.2 0.9
C -0.3 -0.2 -0.7
C 1.2 -0.1 -1.1
O -0.8 -0.1 -0.6
O 0.1 2.6 -1.8